Computed, not measured: C34H27CrO6P as an isolated structure at a distorted geometry, with ωB97M-V/def2-TZVPD.

Total charge: +1
HOMO-LUMO gap (alpha / beta), eV: 7.2 / 5.4
2S+1: 4
Expectation value of S²: 3.838

Each line ends with the Löwdin spin population.
Element x y z (Å)
C: 5.39 -1.95 0.89  0.000
C: 4.26 -2.69 0.20  0.003
O: 3.12 -1.89 -0.03  0.018
C: 2.13 -2.69 -0.58  0.080
C: 0.88 -2.11 -0.76  0.540
P: -0.49 -3.12 -1.29  0.038
C: -0.38 -4.82 -0.72  0.002
C: 0.20 -5.18 0.47  0.002
C: 0.17 -6.50 0.88  0.001
C: -0.44 -7.45 0.08  0.000
C: -1.01 -7.08 -1.13  0.001
C: -0.97 -5.76 -1.53  0.001
C: -1.94 -2.41 -0.52  0.004
C: -2.11 -2.44 0.84  0.005
C: -3.20 -1.80 1.40  0.000
C: -4.10 -1.14 0.58  0.001
C: -3.92 -1.13 -0.79  0.001
C: -2.83 -1.77 -1.34  0.001
O: -0.67 -3.07 -2.82  0.081
O: 2.34 -3.88 -0.86  0.190
H: 6.15 -2.63 1.27  0.000
H: 5.87 -1.25 0.21  0.000
H: 5.01 -1.38 1.73  0.000
H: 4.57 -3.10 -0.78  0.001
H: 3.91 -3.54 0.80  0.002
H: 0.71 -1.07 -0.53  0.030
H: 0.70 -4.44 1.07  0.001
H: 0.62 -6.79 1.81  0.000
H: -0.49 -8.48 0.41  0.000
H: -1.48 -7.82 -1.75  0.000
H: -1.39 -5.45 -2.48  0.001
H: -1.40 -2.96 1.46  0.001
H: -3.35 -1.81 2.47  0.000
H: -4.94 -0.62 1.02  0.000
H: -4.62 -0.62 -1.42  0.000
H: -2.65 -1.77 -2.41  0.000
O: -2.41 7.48 1.49  0.019
C: -2.30 6.75 0.63  0.006
Cr: -2.12 5.49 -0.78  1.043
C: -0.27 5.54 -0.62  0.007
O: 0.87 5.54 -0.50  0.015
C: -2.23 6.77 -2.13  -0.001
O: -2.30 7.53 -2.97  0.007
C: -4.21 4.90 -0.83  0.014
C: -3.64 4.51 0.42  -0.012
C: -2.44 3.77 0.47  0.035
C: -1.79 3.34 -0.74  0.044
C: -0.62 2.58 -0.71  0.217
C: 0.51 2.03 -0.67  0.027
C: 1.76 1.61 -0.55  0.272
C: 2.56 1.83 0.61  0.019
C: 3.90 1.43 0.64  0.076
C: 4.69 1.69 1.73  -0.007
C: 4.16 2.34 2.83  0.094
C: 2.84 2.74 2.84  -0.005
C: 2.04 2.49 1.75  0.074
C: -2.39 3.72 -1.99  0.031
C: -3.58 4.48 -2.03  -0.007
H: -5.13 5.49 -0.85  0.001
H: -4.11 4.84 1.35  0.001
H: -1.99 3.51 1.44  0.001
H: 2.22 1.15 -1.41  0.010
H: 4.31 0.93 -0.22  0.003
H: 5.73 1.40 1.73  -0.002
H: 4.79 2.56 3.69  0.005
H: 2.43 3.25 3.70  -0.002
H: 1.02 2.83 1.73  0.004
H: -1.95 3.35 -2.91  0.003
H: -4.03 4.74 -3.00  0.001

Computed, not measured: C34H27F6NSSbTc as an isolated structure, with ωB97M-V/def2-TZVPD.

Total charge: +1
HOMO-LUMO gap (alpha / beta), eV: 8.2 / 7.4
2S+1: 4
Expectation value of S²: 3.830

Each line ends with the Löwdin spin population.
Element x y z (Å)
Tc: 1.12 1.04 -0.34  2.756
F: 5.57 -3.09 -1.88  0.000
C: 5.02 -2.08 -1.19  0.001
F: 4.70 -2.56 0.03  0.002
F: 5.96 -1.15 -1.02  0.000
C: 3.81 -1.54 -1.90  0.005
C: 3.36 -2.10 -3.07  0.016
C: 2.22 -1.61 -3.70  0.002
C: 1.54 -0.57 -3.11  0.017
N: 1.98 -0.01 -1.98  0.041
C: 3.10 -0.45 -1.36  0.044
S: 3.46 0.42 0.10  0.102
H: 3.90 -2.93 -3.50  0.001
H: 1.87 -2.04 -4.63  0.000
H: 0.64 -0.16 -3.54  0.001
C: -2.06 0.83 -1.75  0.012
C: -1.58 2.26 -1.45  0.012
C: -2.52 2.88 -0.40  -0.008
C: -0.20 2.25 -0.86  -0.096
C: -1.52 3.07 -2.74  -0.005
C: -0.53 2.80 -3.68  -0.004
C: -0.45 3.49 -4.87  0.000
C: -1.38 4.48 -5.16  -0.001
C: -2.37 4.77 -4.24  -0.001
C: -2.44 4.08 -3.04  0.000
H: -2.12 0.25 -0.81  0.004
H: -1.38 0.32 -2.44  0.003
H: -3.05 0.84 -2.19  0.001
H: -2.48 2.30 0.52  0.000
H: -3.55 2.86 -0.75  -0.001
H: -2.24 3.91 -0.17  0.000
H: 0.21 3.26 -0.68  0.013
H: 0.21 2.03 -3.46  -0.001
H: 0.33 3.26 -5.58  0.000
H: -1.32 5.03 -6.09  0.000
H: -3.10 5.54 -4.45  0.000
H: -3.23 4.33 -2.34  0.000
F: 2.61 -0.38 7.34  0.000
C: 2.05 -0.33 6.13  0.000
C: 2.86 -0.07 5.03  0.000
C: 2.27 -0.02 3.78  0.002
C: 0.90 -0.25 3.63  0.013
C: 0.12 -0.51 4.75  0.001
C: 0.69 -0.56 6.01  0.001
Sb: 0.02 -0.24 1.73  0.041
C: 0.49 -2.14 0.92  0.011
C: 1.41 -2.97 1.55  0.002
C: 1.84 -4.13 0.93  0.002
C: 1.34 -4.44 -0.32  0.002
F: 1.77 -5.55 -0.93  0.001
C: 0.42 -3.63 -0.97  0.000
C: 0.00 -2.47 -0.34  0.009
C: -2.03 -0.30 2.16  0.000
C: -2.65 0.80 2.76  0.000
C: -4.00 0.76 3.06  0.000
C: -4.72 -0.38 2.76  0.000
F: -6.02 -0.42 3.04  0.000
C: -4.13 -1.49 2.17  0.000
C: -2.78 -1.45 1.88  -0.001
H: 3.91 0.10 5.18  0.000
H: 2.90 0.18 2.92  0.000
H: -0.95 -0.69 4.65  0.000
H: 0.10 -0.76 6.90  0.000
H: 1.80 -2.72 2.53  0.000
H: 2.56 -4.79 1.40  0.000
H: 0.05 -3.92 -1.95  0.000
H: -0.71 -1.83 -0.85  0.002
H: -2.08 1.69 3.00  0.000
H: -4.50 1.60 3.53  0.000
H: -4.73 -2.36 1.96  0.000
H: -2.31 -2.31 1.43  0.000

Computed, not measured: C34H27HgN12 as an isolated structure at a distorted geometry, with ωB97M-V/def2-TZVPD.

HOMO-LUMO gap (alpha / beta), eV: 4.9 / 6.7
2S+1: 2
Expectation value of S²: 0.803

Each line ends with the Löwdin spin population.
Element x y z (Å)
Hg: 0.20 -0.40 0.04  0.003
N: 1.72 3.92 -1.75  0.038
C: 1.59 2.59 -1.48  0.042
N: 0.75 2.10 -0.66  0.003
C: -0.16 2.92 -0.01  0.123
N: -1.02 2.46 0.84  -0.071
N: -0.99 1.17 1.16  0.130
C: -1.90 0.78 2.06  0.260
C: -1.82 -0.43 2.80  0.059
C: -2.86 -0.82 3.66  0.067
C: -2.73 -1.96 4.42  0.016
C: -1.54 -2.69 4.35  0.101
C: -0.56 -2.24 3.49  -0.001
N: -0.68 -1.16 2.72  0.105
C: -0.10 4.36 -0.25  0.003
C: -0.94 5.28 0.38  0.031
C: -0.77 6.64 0.19  0.002
C: 0.26 7.11 -0.61  0.035
C: 1.09 6.22 -1.27  0.002
C: 0.90 4.86 -1.10  0.019
H: 2.43 4.25 -2.38  0.001
H: 2.27 1.93 -2.01  0.001
H: -2.70 1.48 2.31  0.015
H: -3.76 -0.22 3.70  0.002
H: -3.53 -2.28 5.08  -0.001
H: -1.39 -3.58 4.94  0.007
H: 0.39 -2.77 3.41  -0.002
H: -1.71 4.88 1.02  0.001
H: -1.43 7.34 0.69  -0.001
H: 0.42 8.18 -0.72  0.002
H: 1.89 6.57 -1.91  -0.001
C: 4.87 0.31 -0.13  0.000
C: 3.53 0.39 0.25  0.001
N: 2.66 -0.56 0.01  0.000
C: 3.05 -1.69 -0.63  0.000
C: 4.39 -1.86 -1.06  0.000
C: 5.30 -0.81 -0.79  0.000
C: 4.78 -3.04 -1.73  0.000
C: 3.83 -3.99 -2.01  0.000
C: 2.50 -3.83 -1.61  0.000
C: 2.07 -2.73 -0.87  0.000
N: 0.80 -2.53 -0.45  0.001
C: -0.06 -3.56 -0.17  0.001
C: 0.33 -4.82 0.27  0.000
C: -0.60 -5.79 0.66  0.001
C: -1.95 -5.55 0.62  0.000
C: -2.41 -4.30 0.18  0.000
C: -3.79 -3.96 0.14  0.000
C: -4.17 -2.73 -0.31  0.000
C: -3.18 -1.81 -0.69  0.001
N: -1.90 -2.08 -0.65  0.001
C: -1.49 -3.30 -0.22  0.000
H: 5.55 1.13 0.08  0.000
H: 3.16 1.27 0.77  0.000
H: 6.32 -0.91 -1.13  0.000
H: 5.81 -3.18 -2.01  0.000
H: 4.11 -4.88 -2.57  0.000
H: 1.77 -4.59 -1.87  0.000
H: 1.38 -5.04 0.36  0.000
H: -0.24 -6.75 1.02  0.000
H: -2.67 -6.31 0.93  0.000
H: -4.51 -4.69 0.47  0.000
H: -5.22 -2.44 -0.35  0.000
H: -3.45 -0.82 -1.03  0.000
N: -0.56 -2.51 -6.35  0.000
C: -0.47 -2.20 -5.04  0.000
N: -0.74 -3.16 -4.13  0.000
N: -0.14 -0.99 -4.72  0.000
C: 0.02 -0.60 -3.48  0.000
N: 0.18 -0.20 -2.41  0.002
H: -0.97 -3.38 -6.65  0.000
H: -0.47 -1.76 -7.01  0.000
H: -0.89 -4.12 -4.40  0.000
H: -0.59 -2.96 -3.16  0.000

Computed, not measured: C34H28Cl3O2P2Re as an isolated structure at a distorted geometry, with ωB97M-V/def2-TZVPD.

Total charge: +3
HOMO-LUMO gap (alpha / beta), eV: 6.4 / 4.3
2S+1: 4
Expectation value of S²: 3.799
Energy above the lowest of the compared OMol25 structures with the same formula, charge and spin, kJ/mol: 299.1

Each line ends with the Löwdin spin population.
Element x y z (Å)
Re: -5.98 -13.83 -15.84  0.941
Cl: -2.26 -15.82 -21.27  0.115
C: -2.90 -14.88 -19.97  0.151
C: -3.61 -15.57 -18.97  0.095
C: -4.22 -14.79 -18.02  0.062
Cl: -5.07 -15.81 -16.88  0.029
C: -4.35 -13.37 -18.02  0.151
O: -5.21 -12.71 -17.24  0.249
C: -3.43 -12.72 -18.94  0.120
Cl: -2.99 -11.09 -18.71  0.074
C: -2.76 -13.49 -19.91  -0.030
H: -3.67 -16.63 -18.94  0.003
H: -2.07 -12.98 -20.56  -0.003
C: -9.20 -12.03 -13.54  0.001
C: -9.44 -12.07 -15.03  0.001
P: -8.30 -13.28 -16.05  0.023
C: -9.42 -14.74 -16.18  0.006
C: -10.85 -14.60 -16.41  0.000
C: -11.64 -15.73 -16.54  0.000
C: -11.06 -16.97 -16.51  0.000
C: -9.67 -17.12 -16.43  0.001
C: -8.85 -16.00 -16.26  0.002
C: -8.63 -12.53 -17.73  0.011
C: -8.31 -11.20 -17.91  0.002
C: -8.79 -10.54 -19.05  0.000
C: -9.58 -11.20 -19.98  0.001
C: -9.65 -12.58 -19.93  0.001
C: -9.22 -13.27 -18.78  0.001
C: -9.18 -13.38 -12.80  0.034
P: -7.53 -13.93 -12.31  0.140
C: -7.35 -13.08 -10.65  0.180
C: -6.29 -13.45 -9.82  0.109
C: -6.10 -12.74 -8.66  0.016
C: -6.88 -11.67 -8.28  0.203
C: -7.86 -11.22 -9.17  0.065
C: -8.06 -11.89 -10.39  0.053
C: -8.04 -15.55 -11.64  0.058
C: -7.52 -16.73 -12.22  0.009
C: -7.85 -17.91 -11.63  0.012
C: -8.71 -18.01 -10.55  0.025
C: -9.29 -16.85 -10.04  0.001
C: -8.93 -15.65 -10.57  0.028
H: -10.02 -11.39 -13.11  0.000
H: -8.26 -11.53 -13.39  0.001
H: -9.28 -11.06 -15.42  0.000
H: -10.46 -12.36 -15.30  0.000
H: -11.23 -13.63 -16.63  0.000
H: -12.72 -15.62 -16.73  0.000
H: -11.67 -17.84 -16.47  0.000
H: -9.19 -18.10 -16.41  0.000
H: -7.78 -16.20 -16.16  0.002
H: -7.79 -10.64 -17.11  0.000
H: -8.55 -9.46 -19.18  0.000
H: -10.06 -10.62 -20.78  0.000
H: -10.13 -13.14 -20.73  0.000
H: -9.20 -14.35 -18.83  0.000
H: -9.49 -14.22 -13.45  0.000
H: -9.77 -13.29 -11.87  0.003
H: -5.73 -14.34 -10.03  0.001
H: -5.36 -13.13 -7.97  -0.002
H: -6.78 -11.22 -7.32  0.008
H: -8.51 -10.42 -8.89  0.001
H: -8.87 -11.59 -11.07  0.001
H: -6.78 -16.58 -13.01  0.002
H: -7.40 -18.85 -11.99  0.000
H: -8.80 -18.97 -10.05  0.001
H: -10.01 -16.86 -9.23  0.001
H: -9.39 -14.72 -10.17  0.001
O: -4.79 -12.24 -13.64  0.014
C: -5.40 -12.85 -14.43  0.023